Formula: C8H17N2O
Source: the Open Molecules 2025 dataset
Level of theory: wB97M-V/def2-TZVPD

Structure (XYZ):
```
28
Properties=species:S:1:pos:R:3:forces:R:3
C 0.24247 1.81470 0.02330 -1.401 -1.068 2.676
C -0.70861 -0.51957 -0.05156 -0.670 -1.110 0.212
C 0.51007 -1.35343 0.02502 1.610 0.887 0.980
C 0.34145 2.99929 0.87151 -3.164 2.761 -1.854
C -1.35592 -0.34438 -1.43483 -1.382 -2.139 -1.243
C -1.68915 -1.15213 1.01041 -1.521 -0.187 -2.567
C 1.54446 -0.84563 1.00021 -2.008 0.613 2.990
C 0.88184 -2.42937 -0.88361 1.219 0.641 -1.195
N -0.53582 0.83813 0.47767 3.013 0.558 -2.909
N 1.09993 1.74279 -0.96573 -0.609 -3.915 -1.999
O 1.17122 0.73115 -1.77833 0.458 0.783 0.787
H 0.76606 3.90386 0.25392 -0.808 -1.557 1.959
H 0.76292 2.68472 1.75736 2.239 -0.228 1.743
H -0.71254 3.16313 1.35587 1.531 0.477 -1.464
H -2.25245 0.20268 -1.28124 -1.104 0.603 0.246
H -1.75788 -1.31904 -1.94053 1.101 1.466 1.164
H -0.84532 0.21442 -2.22967 0.376 -0.412 0.582
H -1.28588 -1.43685 1.98002 0.237 0.112 -0.275
H -2.11621 -2.01891 0.43211 0.393 0.465 1.124
H -2.54283 -0.45190 1.09601 0.150 -0.342 0.389
H 2.25586 -1.60394 1.40078 -0.246 0.805 -0.770
H 0.93624 -0.48751 1.96638 1.066 -1.128 -1.416
H 1.95264 0.17237 0.81622 0.643 -0.954 -0.560
H 0.41930 -2.37656 -1.85582 -0.021 0.615 -0.619
H 0.75330 -3.46198 -0.71227 -0.639 -1.349 1.423
H 1.98014 -2.36546 -0.96868 -0.266 0.017 -0.492
H -1.31375 1.15803 0.94497 -1.769 0.829 1.816
H 1.49840 2.54140 -1.30948 1.572 2.756 -0.728
```
Forces are in eV/Å.

Lowest unoccupied orbital energy (alpha / beta): -3.61 / -6.49 eV
Orbital gap (alpha / beta): 6.98 / 8.48 eV
Net charge: +1
Spin multiplicity: 3
E_tot: -499.321315 hartree
Max |F|: 0.0893 Eh/bohr

---

Formula: C8H17N3
Source: the Open Molecules 2025 dataset
Level of theory: wB97M-V/def2-TZVPD

Structure (XYZ):
```
28
Properties=species:S:1:pos:R:3:forces:R:3
C -11.18341 1.40625 -0.65672 -0.454 0.134 0.131
C -11.80862 -0.83360 1.17516 1.731 0.003 -1.072
C -12.41399 1.31909 0.19596 0.041 0.281 0.003
C 12.13206 -1.05805 0.07148 -0.481 -0.202 -0.238
C 13.50687 0.62519 -1.19482 -0.025 0.412 -0.388
C 13.27427 0.81371 1.29434 0.324 -0.115 0.445
C -9.59228 -1.71928 -0.84747 -0.006 -1.347 -1.106
C 12.96612 0.12936 0.05340 0.025 -0.017 0.053
N -10.31849 0.50295 -0.78976 0.291 -0.109 -0.728
N -12.65478 0.08604 0.95157 -0.890 -0.005 0.332
N -9.90150 -0.49148 -0.23156 -0.693 0.885 2.358
H -11.05859 2.32028 -1.22077 0.072 -0.030 -0.122
H -12.10741 -1.69744 1.75518 -0.426 0.015 0.198
H -12.35871 2.14327 0.92027 -0.021 -0.144 -0.112
H -13.29654 1.50391 -0.42994 0.194 0.016 0.068
H 11.34485 -0.98430 0.82481 0.030 0.054 0.077
H 11.71737 -1.32279 -0.89948 0.072 0.046 0.016
H 12.74376 -1.90679 0.40604 0.224 0.036 0.104
H 13.89500 1.64030 -1.13380 0.017 -0.037 0.061
H 12.81090 0.51442 -2.02851 -0.042 -0.055 0.061
H 14.35204 -0.02657 -1.45990 0.094 -0.169 0.094
H 14.28479 1.23035 1.29731 -0.023 -0.002 -0.091
H 12.61802 1.69329 1.35822 -0.152 0.061 -0.165
H 13.09002 0.21174 2.18195 -0.040 -0.012 -0.028
H -8.49946 -1.78751 -0.89587 -0.104 0.145 -0.011
H -9.91119 -2.53070 -0.19120 0.035 0.219 -0.007
H -10.02412 -1.84571 -1.84428 -0.004 0.040 0.130
H -13.60696 0.06408 1.33841 0.210 -0.104 -0.062
```
Forces are in eV/Å.

Lowest unoccupied orbital energy (alpha / beta): -6.94 / -6.94 eV
Orbital gap (alpha / beta): 6.83 / 6.83 eV
Net charge: +2
Spin multiplicity: 1
E_tot: -478.531773 hartree
Max |F|: 0.0508 Eh/bohr

---

Formula: C8H17N3O
Source: the Open Molecules 2025 dataset
Level of theory: wB97M-V/def2-TZVPD

Structure (XYZ):
```
29
Properties=species:S:1:pos:R:3:forces:R:3
C -2.78075 1.30362 -0.36365 0.139 -0.022 -0.037
C -1.36634 0.73276 -0.49260 -0.073 -0.010 0.418
C -1.11932 -0.35645 0.55747 -0.032 0.053 -0.283
N -0.02679 -1.22434 0.17654 0.058 -0.091 0.022
C 0.04523 -2.43315 0.98751 -0.164 -0.189 0.067
C 1.48532 -2.94796 0.84210 -0.031 -0.028 -0.004
C 2.21686 -1.83221 0.08343 -0.020 0.133 -0.013
C 1.29537 -0.62888 0.24857 0.194 0.033 -0.074
C -0.39355 1.88365 -0.29401 -0.117 0.000 -0.427
O -0.10243 2.35312 0.78838 0.019 0.001 0.338
N 0.10155 2.40684 -1.44151 0.251 0.413 -0.414
N 1.08381 3.42142 -1.42664 -0.080 0.056 0.071
H -2.94937 2.08037 -1.10682 -0.078 0.077 -0.026
H -2.91402 1.73641 0.62506 -0.052 0.050 0.088
H -3.52057 0.51954 -0.50604 -0.072 -0.055 -0.019
H -1.23212 0.29403 -1.48512 0.023 -0.004 0.031
H -0.94423 0.12892 1.53396 -0.061 -0.076 -0.055
H -2.01504 -0.97862 0.63704 -0.011 0.075 0.009
H -0.69544 -3.15035 0.62542 -0.016 -0.006 0.135
H -0.17644 -2.21759 2.04568 -0.009 0.006 -0.033
H 1.93148 -3.11142 1.82246 -0.006 -0.055 -0.011
H 1.52191 -3.88815 0.29490 0.027 -0.039 0.045
H 3.21603 -1.64501 0.47162 0.049 0.007 -0.041
H 2.29505 -2.08472 -0.97360 0.050 0.021 -0.021
H 1.42814 0.10656 -0.54590 0.071 0.054 0.051
H 1.46710 -0.12911 1.21715 -0.010 0.014 -0.015
H -0.02075 1.95701 -2.33595 0.062 -0.083 0.269
H 0.62607 4.33418 -1.46989 0.035 -0.316 0.136
H 1.54323 3.36953 -0.51557 -0.149 -0.021 -0.208
```
Forces are in eV/Å.

Lowest unoccupied orbital energy: 0.94 eV
Orbital gap: 9.43 eV
Spin multiplicity: 1
E_tot: -554.521909 hartree
SMILES: C[C@H](CN1CCCC1)C(=O)NN
Max |F|: 0.0124 Eh/bohr

---

Formula: C8H17N3O3
Source: the Open Molecules 2025 dataset
Level of theory: wB97M-V/def2-TZVPD

Structure (XYZ):
```
31
Properties=species:S:1:pos:R:3:forces:R:3
N -3.83606 -0.26471 -0.34105 1.443 -1.199 1.142
C -2.53719 -1.00708 -0.44296 -1.415 -2.746 -3.701
C -1.92949 -1.38309 0.81963 1.731 0.626 2.738
C -0.64010 -2.41434 0.71128 -1.486 3.132 0.246
C 0.45874 -1.84704 -0.25031 -3.188 -3.228 0.026
C 1.07445 -0.64798 0.22173 1.142 3.589 -0.461
N 0.30475 0.60194 -0.16206 1.215 -2.892 -0.844
C 0.38630 1.70277 0.53711 3.277 0.476 3.004
O 1.18861 1.82121 1.52060 -1.945 -0.002 -1.835
C -0.46382 2.77650 0.04164 -0.712 1.822 -0.127
N -1.39310 2.37725 -1.05345 -1.279 0.595 1.354
C 2.54094 -0.64902 -0.27248 0.994 -3.075 -2.343
O 2.99166 -1.75222 -0.71978 -0.793 4.765 1.849
O 3.20597 0.50880 -0.45893 0.367 -0.421 0.347
H -4.53645 -0.83813 -0.84424 0.333 0.588 1.031
H -3.80995 -0.44819 0.67828 -2.281 0.743 -0.547
H -2.66145 -1.94647 -1.10014 -0.035 1.057 0.833
H -1.86992 -0.44188 -0.98610 1.533 1.398 -1.324
H -1.71467 -0.32131 1.27144 0.326 -2.051 -0.095
H -2.72464 -1.78706 1.45486 0.279 -0.400 0.234
H -0.17960 -2.67976 1.70188 -0.535 0.657 -0.785
H -1.03430 -3.32150 0.32112 -0.344 -0.805 -0.487
H 1.07804 -2.70442 -0.21113 1.497 -0.227 -0.255
H 0.14681 -1.81505 -1.31083 -0.133 0.266 0.499
H 1.05713 -0.53940 1.27519 0.293 -0.324 1.303
H 0.07391 0.78265 -1.12137 -0.556 -0.429 -0.508
H -0.94985 3.21060 0.91909 -0.293 -0.199 0.157
H 0.16945 3.64489 -0.27451 -0.288 -0.900 -0.159
H -1.79026 3.31167 -1.25284 -0.191 -1.003 -0.542
H -2.22262 1.79754 -0.66452 1.723 1.200 -0.690
H 3.01032 1.28784 0.11076 -0.679 -1.015 -0.061
```
Forces are in eV/Å.

Lowest unoccupied orbital energy: 0.64 eV
Orbital gap: 10.56 eV
Spin multiplicity: 1
E_tot: -704.966850 hartree
SMILES: NCCCC[C@H](NC(=O)CN)C(=O)O
Max |F|: 0.1006 Eh/bohr

---

Formula: C8H17N8O2RuSSbSe5
Source: the Open Molecules 2025 dataset
Level of theory: wB97M-V/def2-TZVPD

Structure (XYZ):
```
43
Properties=species:S:1:pos:R:3:forces:R:3
Ru 0.97146 0.83024 0.07125 -0.707 -1.179 -0.028
O -0.42883 -0.90634 0.24293 0.943 1.047 0.397
S -0.26357 -2.24990 -0.47606 0.667 0.317 -0.008
C -1.65139 -2.17492 -1.51989 -1.216 1.384 -0.042
C -2.84606 -2.18020 -0.59474 -0.076 -0.146 -0.078
C -2.57712 -3.19819 0.53688 -0.185 1.288 -0.451
C -1.05380 -3.39542 0.58938 -0.254 -0.932 1.539
H -1.69613 -2.98805 -2.15463 0.254 -1.979 -1.382
H -1.67398 -1.27980 -2.13470 0.520 0.181 -0.026
H -3.73461 -2.33967 -1.18256 -0.384 -0.441 -0.092
H -2.96435 -1.18468 -0.20465 -0.003 0.376 0.397
H -3.14065 -4.10796 0.43906 0.052 -0.492 -0.219
H -2.95596 -2.68559 1.40842 0.187 -0.308 0.645
H -0.69295 -4.38924 0.35648 -0.161 -0.341 -0.652
H -0.65339 -3.29494 1.60245 0.071 0.512 -0.096
Se 6.71180 -1.16608 -0.15399 0.378 -0.232 -0.099
Sb 5.12174 0.66720 -0.37108 -1.943 0.081 -1.116
Se 4.01392 1.93350 -2.29281 1.136 -0.763 0.544
Se 5.24519 2.73239 0.70222 0.104 0.731 0.515
Se 2.85559 -0.63042 0.42035 0.221 0.539 0.004
C -0.99015 2.61786 4.65621 0.205 -0.052 1.596
N 0.01718 1.97476 3.84625 -0.933 0.073 -0.699
C -0.24425 1.24746 2.76404 -0.052 -0.029 0.859
N -1.46097 0.81466 2.45358 -0.358 0.242 0.201
O 0.75976 0.86229 2.07714 0.676 -0.039 -0.710
H -0.53426 3.38781 5.35410 -0.376 -1.113 -0.946
H -1.44616 1.81230 5.27882 -0.223 0.954 -0.330
H -1.67553 3.15021 4.00873 -0.464 -0.038 0.099
H 0.96216 2.18757 3.99772 1.313 0.254 0.060
H -2.31321 1.06302 2.95882 0.636 -0.109 -0.367
H -1.48281 0.26335 1.60474 -0.431 -0.013 0.103
N 0.41797 1.23401 -5.21184 -0.871 1.966 0.416
N 0.82365 0.66388 -4.03393 -0.890 1.574 -0.968
N 1.46143 -0.46709 -4.02493 -0.126 -0.044 0.540
C 1.56502 -0.64683 -2.73035 0.156 -0.146 1.469
N 0.99461 0.36093 -2.02027 -0.058 0.346 -0.088
N 0.49294 1.22709 -2.91883 1.076 -1.595 0.562
H 1.22564 1.32292 -5.77540 1.126 -0.494 -1.155
H 0.23329 2.23890 -4.97610 -0.403 -1.129 -0.156
H 2.02548 -1.51397 -2.27762 0.022 0.179 -0.080
Se 1.71755 3.12612 0.06527 0.188 -0.030 -0.372
C -0.09822 2.89445 -0.20701 -0.371 -0.758 0.551
N -1.03804 2.18641 -0.17341 0.550 0.356 -0.335
```
Forces are in eV/Å.

Lowest unoccupied orbital energy (alpha / beta): -7.36 / -8.92 eV
Orbital gap (alpha / beta): 6.85 / 5.01 eV
Net charge: +2
Spin multiplicity: 5
E_tot: -13643.385334 hartree
Max |F|: 0.0472 Eh/bohr

---

Formula: C8H17NO
Source: the Open Molecules 2025 dataset
Level of theory: wB97M-V/def2-TZVPD

Structure (XYZ):
```
27
Properties=species:S:1:pos:R:3:forces:R:3
C -1.52641 0.41047 1.70060 0.068 -0.085 -0.123
C -1.43471 -0.30499 0.35614 0.108 -0.015 -0.070
C -0.74923 0.45335 -0.76960 1.774 0.298 1.196
C -1.12572 1.90767 -0.88697 0.035 -0.043 0.038
C -0.78616 -0.29096 -2.06612 0.844 -1.278 -0.087
O 0.89970 0.37861 -0.36825 -2.047 1.906 -0.192
N 1.33565 1.46084 0.45599 -0.396 0.364 -0.127
H -2.16944 1.28772 1.64444 -0.038 0.021 0.033
H -1.93587 -0.26510 2.45116 -0.054 0.019 0.022
H -0.54733 0.74005 2.04128 0.036 0.033 0.007
H -2.44050 -0.56217 0.00939 -0.026 0.002 -0.023
H -0.89411 -1.24940 0.46308 -0.090 -0.015 -0.008
H -0.61155 2.37563 -1.72442 0.067 0.003 -0.020
H -2.20014 1.97274 -1.08052 -0.014 -0.083 -0.017
H -0.91404 2.46692 0.01938 0.053 -0.025 0.037
H -1.80543 -0.53845 -2.35487 -0.201 0.139 0.056
H -0.30335 0.24852 -2.87582 0.009 0.184 -0.007
H -0.20645 -1.23916 -1.93255 -0.712 0.793 -0.232
H 1.86975 1.07299 1.22968 -0.118 -0.266 -0.177
H 1.98289 2.02032 -0.09867 -0.085 -0.308 -0.068
C 1.79076 -1.89802 -1.19485 0.299 1.139 2.942
C 1.77729 -1.31410 -0.07357 0.868 -4.394 -3.147
C 1.96608 -1.52855 1.37913 -0.485 1.227 0.376
H 2.03561 -2.83942 -1.65082 0.055 0.283 -0.199
H 2.92701 -1.15631 1.74606 -0.050 0.004 -0.063
H 1.17508 -1.02432 1.94054 0.037 0.072 0.210
H 1.89063 -2.58485 1.64016 0.061 0.026 -0.358
```
Forces are in eV/Å.

Lowest unoccupied orbital energy: 0.90 eV
Orbital gap: 8.29 eV
Spin multiplicity: 1
E_tot: -444.794588 hartree
SMILES: CCC(C)(C)ON.C#CC
Max |F|: 0.1064 Eh/bohr

---

Formula: C8H17NO
Source: the Open Molecules 2025 dataset
Level of theory: wB97M-V/def2-TZVPD

Structure (XYZ):
```
27
Properties=species:S:1:pos:R:3:forces:R:3
C -1.46459 0.56339 -0.71525 0.382 -0.349 0.238
C -0.79894 -1.06904 0.50678 0.158 0.514 -0.263
C -1.99902 -0.77165 -0.36278 -0.187 -0.017 -0.023
C -1.86576 1.70338 0.17151 -0.008 0.010 0.012
C -0.63679 0.77185 -1.84019 -0.137 -0.002 0.013
H -2.96149 -0.74355 0.15535 0.051 0.020 -0.021
H -2.06960 -1.43940 -1.22149 0.031 0.036 0.024
H -0.94595 -0.88121 1.56370 -0.015 -0.015 0.020
H -0.33226 -2.01353 0.27037 0.026 -0.016 0.002
H -1.21005 2.56805 0.07108 -0.005 -0.035 -0.024
H -1.90801 1.41616 1.22287 0.003 -0.037 -0.036
H -2.87859 2.01698 -0.11418 0.063 -0.042 -0.004
H -0.77941 0.08174 -2.67219 -0.004 -0.005 0.040
H 0.53179 0.45082 -1.46371 0.090 -0.102 0.148
H -0.51878 1.80864 -2.14981 -0.011 -0.010 0.040
C 1.81991 -1.42360 1.25814 -0.115 0.004 -0.076
C 1.26506 1.05311 1.12776 -0.035 -0.079 -0.030
C 1.28905 -0.28336 0.42113 0.080 -0.016 -0.327
O 1.77136 -1.46141 -1.47104 -0.038 0.380 0.224
N 1.66225 -0.15803 -0.86047 -0.170 -0.216 0.120
H 2.29471 -1.27163 -2.25711 -0.028 -0.013 0.060
H 2.27789 1.31054 1.45440 -0.042 -0.040 -0.027
H 2.86855 -1.21875 1.49911 -0.057 0.025 -0.028
H 1.26882 -1.50418 2.19580 -0.016 0.016 -0.032
H 1.77666 -2.37300 0.73234 -0.015 0.025 0.000
H 0.62215 1.01831 2.00706 0.005 -0.018 -0.005
H 0.92103 1.84935 0.47083 -0.004 -0.018 -0.046
```
Forces are in eV/Å.

Lowest unoccupied orbital energy: 0.91 eV
Orbital gap: 8.21 eV
Spin multiplicity: 1
E_tot: -444.817877 hartree
Max |F|: 0.0116 Eh/bohr